No. 1
26
Properties=species:S:1:pos:R:3:lowdin_charge:R:1 method="wB97M-V/def2-TZVPD" orbital_gap_ev=8.59 de_lowest_kj_mol=295.0 smiles="CC(C)=C(C)COc1n[nH]c[nH+]1" charge=+1
C 2.83 -1.66 2.56 -0.019
C 1.78 -0.14 1.33 -0.336
C -0.59 0.58 0.85 -0.054
C -1.26 0.18 -0.41 -0.271
C -2.31 -0.93 -0.16 -0.025
C -1.87 0.53 -2.83 -0.056
C -0.03 1.95 -1.64 0.000
C -1.17 0.89 -1.56 -0.263
N 3.08 -0.17 1.02 0.160
N 3.64 -1.11 1.74 0.065
N 1.58 -1.15 2.28 0.201
O 0.93 0.65 0.75 0.028
H 2.85 -2.43 3.29 0.153
H -0.71 1.57 1.19 0.115
H -0.80 -0.17 1.76 0.155
H 0.78 -1.12 2.90 0.166
H -1.60 -1.80 0.10 0.112
H -2.83 -1.02 -1.00 0.002
H -2.95 -0.61 0.78 0.129
H -1.36 0.89 -3.69 0.053
H -1.89 -0.62 -3.09 0.120
H -3.04 0.74 -2.78 0.135
H 0.65 1.30 -2.06 0.073
H 0.07 2.30 -0.60 0.079
H -0.37 2.66 -2.35 0.080
H 4.62 -1.33 1.63 0.197

No. 2
28
Properties=species:S:1:pos:R:3:mulliken_spin:R:1 method="wB97M-V/def2-TZVPD" orbital_gap_ev="5.97 / 4.50" multiplicity=3 de_lowest_kj_mol=513.1 charge=+1
C 2.85 1.31 0.19 -0.008
C -0.62 0.36 -0.13 0.558
C 3.95 0.36 0.14 0.019
C 3.33 -0.98 -0.03 0.008
C 1.98 -0.76 -0.62 -0.019
C -1.24 -2.09 0.26 0.007
C -1.57 2.56 -0.10 -0.011
C -3.04 0.55 0.01 0.014
N 1.78 0.69 -0.61 0.475
N -0.32 -1.08 -0.11 0.190
N -1.68 1.11 -0.04 0.230
O 2.78 2.38 0.65 0.086
O 0.52 1.09 -0.35 0.320
O 1.00 -1.36 0.21 0.065
H 4.42 0.67 -0.82 0.004
H 4.56 0.62 0.99 -0.001
H 4.09 -1.45 -0.61 -0.001
H 3.18 -1.51 0.88 -0.003
H 1.93 -1.22 -1.62 0.029
H -1.77 -1.64 1.06 -0.002
H -1.88 -2.50 -0.56 0.014
H -0.79 -2.95 0.46 -0.001
H -1.43 2.94 -1.10 0.014
H -0.66 2.91 0.51 0.003
H -2.51 2.97 0.35 0.003
H -3.75 1.18 -0.49 0.005
H -3.21 0.56 1.10 0.005
H -3.12 -0.45 -0.42 -0.003

No. 3
27
Properties=species:S:1:pos:R:3:mulliken_spin:R:1 method="wB97M-V/def2-TZVPD" orbital_gap_ev="6.02 / 5.66" multiplicity=3 de_lowest_kj_mol=206.7
C 2.02 -0.38 -2.10 -0.003
C 0.85 -0.42 -1.95 0.017
C -1.09 -1.38 -0.78 0.330
C -0.50 -0.72 -1.97 0.063
C -1.30 -1.63 1.58 0.007
C -0.84 -0.08 -4.18 -0.013
C 2.12 1.04 1.56 0.002
C 0.23 1.50 3.09 -0.005
N -0.75 -1.11 0.42 0.671
N -1.27 -0.76 -2.99 0.346
N 0.71 1.26 1.76 0.172
O -1.79 1.30 1.08 0.090
P -0.47 1.19 0.47 0.116
H 3.02 -0.13 -2.35 0.001
H -1.93 -2.03 -0.82 0.064
H -0.48 -1.81 2.35 0.014
H -2.00 -0.83 2.08 0.012
H -1.86 -2.57 1.31 0.044
H -1.05 -0.93 -4.94 0.022
H -1.75 0.59 -4.24 0.021
H 0.21 0.25 -4.07 0.000
H 2.50 1.20 0.52 0.003
H 2.69 1.80 2.09 0.000
H 2.39 -0.01 1.70 0.004
H -0.59 0.87 3.19 0.007
H 0.94 1.25 3.89 0.004
H -0.01 2.54 3.30 0.009

No. 4
26
Properties=species:S:1:pos:R:3:lowdin_charge:R:1 method="wB97M-V/def2-TZVPD" orbital_gap_ev="7.69 / 7.69" de_lowest_kj_mol=261.7
C -1.91 1.22 -1.55 -0.345
C -2.23 -0.89 -0.35 -0.302
C 0.91 -2.51 0.31 -0.070
C 2.69 1.27 -0.44 -0.043
C 1.22 -1.18 1.01 -0.149
C 1.40 0.46 -0.80 -0.208
C -0.32 0.77 0.90 0.073
C -2.29 0.51 -0.40 -0.659
N -1.50 1.85 -2.44 0.135
N -2.07 -2.02 -0.23 0.143
N 0.68 0.04 0.34 -0.172
P -3.39 1.40 0.64 0.821
H 0.89 -3.43 0.88 0.080
H -0.11 -2.65 -0.04 0.025
H 1.51 -2.77 -0.50 0.046
H 3.20 0.63 0.16 0.017
H 3.09 1.75 -1.40 0.116
H 2.38 2.09 0.19 0.070
H 0.98 -1.20 2.06 0.119
H 2.23 -0.76 1.07 0.108
H 0.79 1.27 -1.33 0.124
H 1.61 -0.43 -1.34 0.115
H -0.68 0.48 1.85 0.098
H -0.28 1.76 0.64 0.071
H -4.39 0.57 1.00 -0.130
H -4.43 1.80 -0.24 -0.085

No. 5
27
Properties=species:S:1:pos:R:3:lowdin_charge:R:1 method="wB97M-V/def2-TZVPD" orbital_gap_ev="7.04 / 6.43" de_lowest_kj_mol=690.1
C 3.27 -0.51 0.89 -0.056
C 3.92 0.68 0.78 -0.065
C 1.23 0.41 -0.29 -0.491
C 1.79 -0.77 0.43 -0.232
C 3.36 1.79 -0.15 -0.185
C 2.12 1.39 -0.99 -0.214
C -3.53 -1.58 -0.90 -0.122
C -3.92 -0.15 -1.21 -0.289
N -4.33 0.44 1.17 0.015
N -3.34 1.10 0.73 -0.030
N -3.03 0.77 -0.57 -0.448
N -1.95 1.27 -1.09 -0.243
S -0.55 0.39 -0.19 0.995
H 3.72 -1.25 1.42 0.059
H 4.85 0.97 1.06 0.059
H 1.65 -1.69 -0.16 0.112
H 1.26 -1.02 1.38 0.115
H 3.04 2.66 0.46 0.114
H 4.16 2.06 -0.92 0.127
H 2.49 0.99 -2.00 0.153
H 1.56 2.33 -1.15 0.113
H -4.34 -2.23 -1.37 0.101
H -2.55 -1.79 -1.23 0.033
H -3.51 -1.59 0.18 0.049
H -4.04 0.05 -2.36 0.146
H -4.98 -0.16 -0.77 0.110
H -4.44 0.87 2.14 0.075

No. 6
25
Properties=species:S:1:pos:R:3:lowdin_charge:R:1 method="wB97M-V/def2-TZVPD" orbital_gap_ev="6.52 / 9.09" de_lowest_kj_mol=573.0 charge=+1
C -0.56 0.70 1.82 0.035
C 1.07 -0.88 -0.64 0.020
C -0.62 -0.77 1.33 -0.224
C -0.17 -0.27 -0.16 -0.351
C 0.13 1.06 0.51 -0.294
C 1.44 1.56 0.03 -0.098
C 1.11 -1.90 -1.73 -0.059
C -1.52 -0.29 -0.97 0.032
N 0.06 2.28 -0.39 0.225
O -1.84 -1.51 1.44 -0.013
O 2.21 2.41 0.70 0.089
H -1.57 1.10 1.90 0.147
H -0.07 0.87 2.69 0.090
H 1.94 -1.04 0.01 0.131
H 0.18 -1.44 1.75 0.170
H 0.80 -2.90 -1.30 0.131
H 2.08 -2.17 -2.21 0.108
H 0.51 -1.78 -2.59 0.054
H -2.17 -1.06 -0.52 0.087
H -1.40 -0.57 -2.01 0.086
H -2.05 0.60 -0.73 0.079
H -0.31 2.28 -1.35 0.174
H -0.19 3.01 0.17 0.125
H -1.85 -2.23 2.06 0.098
H 2.82 2.96 0.16 0.155

No. 7
25
Properties=species:S:1:pos:R:3:lowdin_charge:R:1 method="wB97M-V/def2-TZVPD" orbital_gap_ev=6.80 de_lowest_kj_mol=687.1 charge=+1
C 0.80 -1.43 -1.92 -0.125
C 1.58 -1.85 -0.81 0.007
C -0.42 -0.93 -1.91 -0.049
C 1.22 -1.82 0.48 0.029
C -1.17 -0.83 -0.56 -0.167
C -0.67 0.50 0.10 -0.291
C 1.41 -0.52 2.41 0.056
C 0.11 2.61 -0.87 -0.066
N -1.84 0.96 1.11 0.154
O 1.07 -1.73 1.70 0.055
O -0.90 1.56 -0.89 -0.252
H 1.32 -1.39 -2.88 0.127
H 2.50 -2.37 -1.18 0.169
H -0.93 -0.92 -2.89 0.139
H -2.37 -0.92 -0.63 0.151
H -0.89 -1.67 0.16 0.107
H 2.42 -0.43 2.29 0.083
H 1.08 -0.68 3.44 0.124
H 0.84 0.21 1.87 0.057
H 0.99 2.20 -1.50 0.114
H 0.33 2.83 0.16 0.076
H -0.13 3.40 -1.48 0.048
H -2.56 1.42 0.47 0.173
H -1.49 1.66 1.75 0.125
H -2.31 0.14 1.57 0.155

No. 8
27
Properties=species:S:1:pos:R:3:lowdin_charge:R:1 method="wB97M-V/def2-TZVPD" orbital_gap_ev=10.87 de_lowest_kj_mol=0.0 smiles="CC(=O)[C@H](C#N)[P@@](C)(=O)OC(C)C"
C -2.22 0.64 -1.20 -0.244
C -1.91 -1.19 0.33 -0.447
C -2.36 -1.72 1.74 -0.011
C 1.80 -1.48 -1.50 -0.032
C 3.05 0.31 -0.35 -0.025
C -0.39 2.75 0.24 -0.156
C -1.95 0.30 0.21 -0.268
C 1.72 -0.47 -0.34 -0.412
N -2.38 1.04 -2.26 0.184
O -1.45 -1.93 -0.52 0.109
O 0.22 0.56 1.93 -0.273
O 0.69 0.49 -0.53 -0.224
P -0.30 0.99 0.64 0.543
H -1.51 -2.37 2.22 0.123
H -2.60 -0.84 2.45 0.104
H -3.20 -2.42 1.57 0.077
H 1.62 -1.14 -2.59 0.131
H 2.73 -1.89 -1.42 0.046
H 1.18 -2.27 -1.44 0.027
H 3.11 0.55 -1.34 0.051
H 3.84 -0.26 0.07 0.069
H 3.08 1.14 0.40 0.102
H 0.54 3.40 0.37 0.078
H -0.76 2.68 -0.90 0.087
H -1.25 3.25 0.88 0.094
H -2.72 0.83 0.78 0.140
H 1.42 -0.98 0.57 0.127

No. 9
24
Properties=species:S:1:pos:R:3:lowdin_charge:R:1 method="wB97M-V/def2-TZVPD" orbital_gap_ev=7.70 de_lowest_kj_mol=285.2
C -2.29 -1.60 0.22 -0.084
C -1.28 -2.53 0.06 -0.078
C 0.27 -0.88 0.82 -0.357
C -2.07 -0.42 1.00 -0.300
C 0.21 -2.25 0.19 -0.260
C 2.41 1.18 -0.96 -0.172
C 0.59 1.92 1.13 -0.209
C -0.49 0.96 -1.09 -0.237
N -2.31 0.70 1.31 0.108
P 0.86 0.55 -0.03 0.824
H -3.25 -1.80 -0.22 0.100
H -1.57 -3.36 -0.49 0.066
H 0.66 -0.92 1.78 0.026
H 0.69 -3.04 0.79 0.097
H 0.63 -2.34 -0.93 0.147
H 3.31 0.67 -0.93 0.003
H 1.95 1.40 -1.97 0.051
H 2.50 2.24 -0.64 0.037
H 0.69 2.95 0.69 0.083
H -0.39 1.62 1.55 0.015
H 1.30 1.75 1.90 0.030
H -0.52 0.47 -2.14 0.099
H -1.39 0.81 -0.58 -0.019
H -0.50 1.93 -1.48 0.030

No. 10
24
Properties=species:S:1:pos:R:3:lowdin_charge:R:1 method="wB97M-V/def2-TZVPD" orbital_gap_ev="6.44 / 7.66" de_lowest_kj_mol=551.4
C 0.44 1.58 -0.38 -0.011
C 0.96 0.39 -0.74 -0.370
C -2.65 -1.08 -0.90 -0.247
C 0.17 1.89 1.04 -0.211
C -0.21 0.74 1.86 -0.212
C 0.67 -0.54 1.66 -0.168
C 1.01 -0.70 0.20 -0.131
C 1.37 0.09 -2.10 -0.057
O -1.38 -3.01 0.41 -0.493
S -1.17 -1.87 -0.44 0.781
H 0.35 2.32 -1.07 0.080
H -2.96 -0.42 -0.13 -0.030
H -2.37 -0.52 -1.77 -0.029
H 1.03 2.35 1.51 0.114
H -0.67 2.64 1.14 0.138
H -0.37 1.05 2.89 0.113
H -1.21 0.54 1.59 0.083
H 1.66 -0.31 2.18 0.139
H 0.31 -1.48 2.07 0.098
H 1.73 -1.43 0.09 0.092
H 1.39 -1.05 -2.12 0.104
H 2.21 0.62 -2.57 0.093
H 0.54 0.50 -2.60 0.063
H -0.87 -2.29 -1.83 0.059

No. 11
36
Properties=species:S:1:pos:R:3:mulliken_spin:R:1 method="wB97M-V/def2-TZVPD" orbital_gap_ev="6.75 / 6.66" multiplicity=2 charge=+2
C -3.91 -0.46 1.48 0.004
C -2.63 -1.29 1.29 0.016
P -1.19 -0.70 2.23 0.798
C -1.11 1.10 2.33 0.023
B 0.42 -1.30 1.27 0.010
O 0.23 -1.81 0.02 0.031
B 1.15 -1.20 -0.88 0.008
N 0.83 -0.86 -2.22 0.001
C -0.08 -0.07 -2.61 -0.002
C -0.62 1.11 -1.85 -0.001
C -0.63 -0.27 -4.02 0.000
O 2.43 -0.99 -0.39 0.006
B 2.46 -0.50 0.87 -0.002
C 3.36 0.76 1.28 0.000
F 2.98 1.78 0.46 0.000
F 3.09 1.10 2.57 0.000
C 4.88 0.53 1.19 0.000
F 5.50 1.73 1.22 0.000
F 5.17 -0.07 0.02 0.000
O 1.63 -1.12 1.83 0.004
H -3.90 0.39 0.80 0.001
H -4.02 -0.10 2.49 -0.004
H -4.76 -1.08 1.20 0.001
H -2.33 -1.35 0.24 0.035
H -2.79 -2.32 1.61 0.019
H -1.16 1.46 3.35 0.026
H -0.16 1.43 1.91 0.015
H -1.90 1.57 1.75 0.009
H 0.03 1.43 -1.05 0.001
H -0.70 1.95 -2.54 0.000
H -1.64 0.90 -1.52 0.001
H 0.06 -0.83 -4.62 0.000
H -1.62 -0.79 -4.01 0.000
H -0.80 0.70 -4.48 0.000
H 5.20 -0.07 2.04 0.000
Ag -3.50 -0.70 -3.26 0.000

No. 12
31
Properties=species:S:1:pos:R:3:lowdin_charge:R:1 method="wB97M-V/def2-TZVPD" orbital_gap_ev=8.29 charge=+1
Ti -0.39 0.47 0.62 0.579
Br -0.43 2.72 -1.07 0.694
C -0.48 2.52 0.87 -0.684
Br -0.64 -0.01 2.94 0.281
H -1.39 2.96 1.26 0.012
H 0.41 2.99 1.29 0.009
C -3.61 -1.66 0.76 0.013
C -2.98 -0.83 -0.33 -0.463
C -3.93 -0.50 -1.46 0.019
O -2.46 0.44 0.26 -0.176
C -1.74 -1.52 -0.87 -0.493
O -1.76 -2.60 -1.36 0.184
O -0.60 -0.78 -0.72 -0.180
H -4.53 -1.20 1.11 0.104
H -2.94 -1.79 1.61 0.078
H -3.85 -2.64 0.35 0.112
H -4.85 -0.04 -1.08 0.103
H -4.20 -1.43 -1.97 0.113
H -3.47 0.18 -2.18 0.107
H -3.17 1.04 0.49 0.139
C 4.46 -1.07 -0.60 0.023
N 3.99 0.19 0.02 -0.148
C 4.96 1.27 0.32 0.019
C 2.75 0.33 0.29 -0.162
N 1.61 0.44 0.52 0.103
H 5.16 -1.55 0.07 0.103
H 4.93 -0.83 -1.55 0.102
H 3.60 -1.72 -0.78 0.104
H 5.75 0.88 0.95 0.102
H 4.44 2.08 0.84 0.101
H 5.37 1.64 -0.62 0.102